Entry 1:
A molecular structure, C26H49ClN4Re, computed with the ωB97M-V functional and the def2-TZVPD basis.

Positions of all 81 atoms, in Å:
Re1 -0.32 0.58 -1.01
Cl1 1.94 0.27 -0.71
N1 2.05 -2.65 2.91
N2 -2.21 0.39 -3.16
N3 -2.03 2.43 -2.38
N4 2.09 -0.66 3.66
C1 -2.03 3.82 -0.35
C2 -4.27 0.70 0.10
C3 -3.00 0.65 0.93
C4 -3.43 1.00 -3.32
C5 1.67 -3.59 1.83
C6 0.62 0.90 2.55
C7 -1.38 -1.03 -4.96
C8 -1.52 4.78 -2.59
C9 -1.34 1.26 -2.56
C10 1.50 1.38 4.80
C11 3.01 1.47 2.81
C12 -1.40 3.56 -1.70
C13 -0.46 -1.13 -2.66
C14 1.27 -1.61 3.20
C15 -2.81 -1.96 -3.11
C16 3.28 -2.50 3.53
C17 2.38 -3.30 0.49
C18 -1.74 -0.96 -3.48
C19 -3.32 2.27 -2.82
C20 3.28 -1.24 4.05
C21 1.82 0.78 3.46
C22 -1.84 -0.08 0.16
C23 2.01 -4.99 2.28
C24 0.18 -3.33 1.61
C25 -3.33 -0.04 2.26
C26 0.04 3.12 -1.46
H1 -2.45 -0.13 2.91
H2 3.47 -3.37 0.57
H3 2.37 1.28 5.46
H4 2.11 -2.31 0.09
H5 -4.54 -0.30 -0.29
H6 2.03 -4.06 -0.22
H7 -1.22 -0.56 0.95
H8 4.03 -0.71 4.58
H9 0.37 -0.51 -3.03
H10 -0.27 0.40 2.95
H11 -0.32 -3.14 2.56
H12 1.27 2.44 4.66
H13 1.61 -5.18 3.29
H14 0.38 1.97 2.41
H15 0.63 0.86 5.22
H16 4.03 -3.28 3.51
H17 1.53 -5.70 1.58
H18 0.11 2.36 -0.54
H19 -3.73 -1.81 -3.70
H20 -3.05 -1.90 -2.04
H21 0.06 -2.44 0.98
H22 -1.66 4.79 0.00
H23 -4.16 1.37 -0.75
H24 -2.23 -0.83 -5.62
H25 -1.08 4.60 -3.58
H26 -0.25 -4.19 1.08
H27 -0.58 -0.31 -5.19
H28 -4.09 0.53 2.79
H29 -1.72 3.07 0.38
H30 -0.65 -1.15 -1.51
H31 -1.01 -2.04 -5.19
H32 3.30 0.99 1.86
H33 3.86 1.51 3.49
H34 3.09 -5.15 2.25
H35 0.55 2.75 -2.35
H36 -2.35 -0.89 -0.41
H37 0.64 3.95 -1.06
H38 -5.11 1.07 0.70
H39 2.73 2.50 2.57
H40 -2.71 1.67 1.17
H41 0.86 0.46 1.58
H42 -0.98 5.60 -2.12
H43 -2.43 -2.96 -3.32
H44 -2.56 5.07 -2.71
H45 -4.25 0.47 -3.77
H46 -4.02 3.08 -2.77
H47 -0.09 -2.15 -2.78
H48 -3.72 -1.06 2.10
H49 -3.12 3.84 -0.40

Properties
⟨S²⟩: 4.12
Gap between HOMO and LUMO (spin up / spin down), eV: 1.37 / 3.46
Multiplicity: 4
Largest force on an atom, eV/A: 3.7
E_LUMO (spin up / spin down), Eh: 0.1626 / 0.1585
Relative energy (zero: lowest compared OMol25 entry of this formula, charge and spin), kJ/mol: 389.1
Total charge: -2
E_tot, eV: -48361.2241

Entry 2:
A molecular structure, C26H49N7SbSi3Sn, computed with the ωB97M-V functional and the def2-TZVPD basis.

Positions of all 87 atoms, in Å:
Sb1 1.33 -0.14 -0.88
Sn1 -1.11 -1.23 1.43
Si1 2.21 3.06 -1.00
Si2 2.71 -2.95 0.62
Si3 -0.33 1.88 -2.86
N1 -3.29 -1.15 1.02
N2 -5.52 -1.67 0.58
N3 -0.87 1.35 0.80
N4 -2.89 -5.37 0.61
N5 -3.98 -3.36 0.57
N6 -1.68 -3.42 1.05
N7 1.41 0.27 2.50
C1 -2.29 3.02 1.79
C2 -0.42 2.24 -0.11
C3 2.80 0.99 4.32
C4 2.46 -0.40 2.00
C5 2.13 -3.53 2.29
C6 -6.56 -2.64 0.20
C7 4.51 -3.27 0.35
C8 0.63 1.90 -1.15
C9 -1.90 3.92 0.81
C10 2.35 -1.04 0.67
C11 3.10 2.49 0.54
C12 -1.84 0.82 -2.53
C13 -0.97 3.53 -0.13
C14 -2.80 -4.04 0.76
C15 -0.81 3.60 -3.36
C16 1.78 4.85 -0.78
C17 0.64 1.09 -4.24
C18 2.88 -0.62 -2.28
C19 3.69 -0.45 2.64
C20 -4.25 -2.01 0.74
C21 1.63 -3.72 -0.69
C22 3.87 0.28 3.81
C23 3.25 2.88 -2.52
C24 -5.92 -0.27 0.81
C25 -1.76 1.75 1.72
C26 1.59 0.94 3.64
H1 -0.92 -4.08 1.17
H2 -6.72 -3.38 0.99
H3 2.73 5.38 -0.73
H4 -7.50 -2.11 0.06
H5 3.57 1.50 0.42
H6 -4.77 -3.93 0.33
H7 4.89 -2.83 -0.57
H8 3.90 3.19 0.80
H9 1.22 5.27 -1.61
H10 4.51 -1.02 2.22
H11 4.66 -4.35 0.29
H12 -3.66 -0.21 1.07
H13 0.12 1.35 -5.17
H14 2.86 -3.30 3.07
H15 0.60 -3.37 -0.64
H16 4.82 0.28 4.32
H17 0.71 1.45 4.03
H18 3.77 -0.10 -1.92
H19 -7.00 -0.22 0.88
H20 -2.05 1.02 2.47
H21 -2.08 -5.95 0.73
H22 1.24 5.05 0.15
H23 -2.50 0.82 -3.40
H24 -6.33 -3.12 -0.74
H25 1.63 -4.80 -0.55
H26 -5.60 0.37 -0.02
H27 2.41 2.44 1.39
H28 0.66 0.00 -4.19
H29 -2.99 3.28 2.57
H30 3.05 -1.69 -2.24
H31 4.24 3.30 -2.31
H32 3.39 1.86 -2.87
H33 -2.32 4.92 0.79
H34 -0.64 4.23 -0.88
H35 2.00 -4.61 2.28
H36 -1.06 3.57 -4.42
H37 1.19 -3.07 2.60
H38 1.66 1.47 -4.33
H39 0.01 4.32 -3.24
H40 2.63 -0.31 -3.29
H41 2.83 3.47 -3.35
H42 -2.41 1.19 -1.68
H43 -3.76 -5.84 0.44
H44 5.11 -2.91 1.19
H45 -1.69 3.97 -2.83
H46 2.00 -3.54 -1.70
H47 -5.51 0.10 1.75
H48 2.89 1.58 5.22
H49 -1.56 -0.23 -2.34

Properties
Gap between HOMO and LUMO (spin up / spin down), eV: 6.44 / 5.79
Largest force on an atom, eV/A: 1.0
E_LUMO (spin up / spin down), Eh: -0.3529 / -0.3721
Total charge: +3
E_tot, eV: -74167.9549

Look up the largest force on an atom of the first one.
3.7 eV/A